Formula: C14H16O
Source: the Open Molecules 2025 dataset
Level of theory: ωB97M-V/def2-TZVPD

```
31
Properties=species:S:1:pos:R:3:forces:R:3:nbo_charge:R:1
H -2.768130 1.064647 -3.257931 -0.26 1.05 -0.37 0.22
C 1.870688 -1.429131 3.584535 1.44 0.75 -0.64 -0.21
C -2.208843 0.775020 -1.302572 -0.47 0.51 0.14 -0.25
C -0.606167 2.924386 -4.016734 -1.64 -0.49 -0.82 -0.63
C 1.266100 -2.101138 1.352027 -0.66 1.03 0.26 -0.02
H -1.446874 -1.686991 3.395551 -0.21 0.26 -0.23 0.22
C -0.070521 -2.086747 1.792662 0.69 -0.16 -0.86 -0.19
H 3.295567 -1.810657 2.032727 0.03 0.07 -0.12 0.21
H 0.045844 3.771555 -3.865019 0.29 0.01 0.01 0.22
C 2.242282 -1.728845 2.267369 -0.51 -1.02 0.40 -0.22
C 0.564691 -1.182743 3.926942 -0.92 -1.34 0.08 -0.23
H 0.961260 2.717606 -1.990831 0.03 0.37 0.58 0.21
C -0.895775 2.146195 -2.761641 0.21 0.67 0.38 -0.04
H 2.718570 -1.346573 4.254704 -0.33 0.45 0.39 0.21
H -1.016321 0.359981 1.566592 0.27 -0.04 0.05 0.49
H -0.319934 2.322566 -4.882026 0.65 -0.18 0.27 0.22
H 1.836058 -1.393981 -0.616701 -0.44 0.28 0.10 0.23
H -0.782184 -2.313835 1.012939 -0.41 -0.27 0.39 0.22
H 0.623795 1.691164 0.250622 -0.07 0.00 0.13 0.21
H 0.241135 -0.860313 4.907694 0.32 0.02 0.11 0.21
C 1.520440 -2.304254 -0.104941 1.04 -0.64 -0.44 -0.63
H 2.377534 -2.960375 -0.298334 -0.09 -0.18 0.26 0.22
C -2.082503 1.454265 -2.514575 1.16 -1.49 0.49 -0.21
C -0.169909 1.634472 -0.487237 1.05 -0.47 0.08 -0.28
C -1.245894 0.784864 -0.302503 -0.61 0.91 -0.42 0.29
O -1.466664 0.008469 0.794189 -0.37 0.47 -0.17 -0.68
C 0.018470 2.266967 -1.707397 -0.40 -0.57 -0.78 -0.19
C -0.427172 -1.638837 3.042696 0.39 0.21 0.52 -0.23
H -3.178805 0.384007 -1.066256 -0.18 -0.82 0.00 0.21
H 0.675480 -2.754507 -0.620346 -0.13 0.19 0.00 0.22
H -1.572226 3.292764 -4.386196 0.13 0.41 0.20 0.22
```
Forces are in eV/Å.

For the LUMO energy, the calculation gives 0.030 Eh. As for the HOMO-LUMO gap: 9.170 eV. As for the HOMO energy: -0.30652 Eh. The relative energy (zero: lowest compared OMol25 entry of this formula, charge and spin) is 99.75 kJ/mol. As for the SMILES: Cc1ccc(O)cc1.Cc1ccccc1.

---

Formula: C14H16O2
Source: the Open Molecules 2025 dataset
Level of theory: ωB97M-V/def2-TZVPD

```
32
Properties=species:S:1:pos:R:3:forces:R:3:nbo_charge:R:1
C -2.386889 -1.370604 -0.827138 1.33 -3.84 -0.59 -0.05
C -2.323952 -1.006298 1.547891 0.92 -1.17 1.21 -0.31
H -2.311830 1.188929 2.916168 -0.23 0.11 -0.21 0.47
C -3.136572 0.718692 -0.146378 1.47 -0.13 3.45 -0.23
H -3.241068 0.045104 -2.180796 -0.08 -0.15 0.75 0.22
O -2.778049 1.420385 2.097145 0.66 -2.01 -0.36 -0.69
C 1.132497 0.596080 -0.061048 0.60 1.06 2.12 -0.19
H 5.052041 0.181453 -0.072799 -0.47 0.00 -0.44 0.22
H -2.157724 -1.583553 2.584799 -0.37 2.36 -2.06 0.24
H 3.886451 2.180505 1.103281 0.01 -2.27 -0.73 0.21
C 3.152601 -0.494617 -0.941348 -2.75 -0.68 -1.06 0.30
C -1.919873 -2.327025 -1.940462 -5.03 -0.29 -1.40 -0.61
H 0.406198 2.588265 1.602658 -0.23 -0.01 0.02 0.22
H 1.867786 2.646941 2.560274 -0.13 -0.04 -1.01 0.22
H -1.945339 -3.405259 -1.761268 0.21 0.23 0.89 0.22
C -3.023488 -0.189261 -1.122221 0.41 -0.07 -1.79 -0.20
C 1.486331 2.668906 1.501411 -0.65 -0.21 1.34 -0.64
C -2.640593 0.302468 1.201633 -2.43 2.85 -0.31 0.28
H -1.592507 -2.799877 0.539863 -0.16 -0.01 0.16 0.22
H 4.387119 -1.357818 -1.991303 5.61 -0.38 -0.39 0.46
C 3.959878 0.283450 -0.136749 1.14 -0.59 -0.73 -0.32
H 1.648011 3.685647 1.130620 0.39 -0.32 -0.36 0.22
C 3.359674 1.273459 0.601393 -0.90 3.41 1.75 -0.19
C -2.061556 -1.830251 0.441806 -0.77 1.22 -0.40 -0.20
H 0.046177 0.683140 0.149248 0.67 -0.31 -0.64 0.22
O 3.504349 -1.359321 -2.004229 -4.68 1.04 1.99 -0.66
C 1.983604 1.502092 0.695004 0.22 -1.22 -1.78 -0.05
C 1.719661 -0.402845 -0.808899 0.57 -0.28 -0.08 -0.26
H -0.974606 -2.068058 -2.258376 1.92 0.63 -1.22 0.21
H -3.431856 1.744926 -0.345328 -0.08 -0.19 0.47 0.23
H -2.770220 -2.317640 -2.802303 2.34 0.49 1.41 0.20
H 1.103734 -1.198016 -1.272554 0.52 0.76 0.02 0.22
```
Forces are in eV/Å.

For the LUMO energy, the calculation gives 0.031 Eh. As for the HOMO-LUMO gap: 9.128 eV. As for the HOMO energy: -0.30477 Eh. The relative energy (zero: lowest compared OMol25 entry of this formula, charge and spin) is 245.18 kJ/mol. As for the SMILES: Cc1ccc(O)cc1.Cc1ccc(O)cc1.

---

Formula: C14H16O2
Source: the Open Molecules 2025 dataset
Level of theory: ωB97M-V/def2-TZVPD

```
32
Properties=species:S:1:pos:R:3:forces:R:3:nbo_charge:R:1
O 4.134483 -1.822897 -2.075197 0.59 -0.82 0.32 -0.69
C 3.522554 -0.491811 -0.110802 -2.02 -1.65 -0.50 -0.28
H -2.817230 1.360041 2.509709 -1.61 -0.46 -1.23 0.21
C -3.021992 2.354725 -0.444868 3.33 -0.36 -3.25 -0.19
H 0.814755 -0.439635 3.093144 1.11 0.86 -0.28 0.22
H -2.287471 3.521118 -2.156681 0.02 -1.09 0.13 0.23
O -0.801668 1.906579 -3.231937 0.89 -2.14 1.17 -0.68
C -3.557109 1.067934 1.643096 1.28 2.63 2.36 -0.64
H -3.905862 0.125352 1.883315 0.23 -2.72 -0.18 0.22
C 2.577465 -0.300177 0.874271 -0.83 -0.72 0.42 -0.19
H -0.465362 1.066750 -3.580087 0.22 0.42 -0.35 0.47
H 2.545196 0.688139 1.342867 0.09 -0.63 0.47 0.22
H -4.537780 1.550205 1.850636 0.92 0.91 -0.72 0.23
C -2.217721 2.563995 -1.601513 0.03 -1.01 1.79 -0.24
C 1.628924 -1.319507 1.150932 -0.58 0.48 0.58 -0.02
C -2.796133 1.320128 0.373705 0.62 -2.44 0.15 -0.05
H 4.217008 -1.025011 -2.547831 0.53 1.50 -0.98 0.47
H 0.636883 -2.974618 0.246353 -0.30 -0.81 0.68 0.21
C 3.332587 -1.586330 -0.991558 1.12 0.45 -0.31 0.27
C -1.731885 0.438457 0.017449 -2.57 1.87 0.26 -0.16
H -0.273171 -0.243544 -1.342187 0.50 -0.54 -0.27 0.23
H 1.479811 -1.987354 3.073647 -0.24 -1.34 1.14 0.23
H -1.490841 -0.145606 0.808572 0.98 -2.59 1.82 0.20
C 1.537000 -2.399882 0.252322 -0.62 0.93 -0.58 -0.22
H 4.239936 0.260169 -0.171571 1.39 0.85 -0.82 0.22
C -1.267669 1.562384 -1.932764 -2.37 3.67 -2.67 0.29
C 0.834267 -1.362197 2.522056 2.54 2.12 -1.71 -0.65
H 2.221144 -3.293974 -1.739079 0.07 1.45 1.80 0.24
H -3.626957 3.103112 -0.220305 -3.13 3.01 1.13 0.20
C 2.331558 -2.508619 -0.895636 -0.72 -0.79 0.38 -0.26
H -0.194289 -1.436121 2.561802 -2.21 -1.84 -0.63 0.22
C -1.060431 0.448196 -1.161859 0.73 0.80 -0.10 -0.31
```
Forces are in eV/Å.

For the LUMO energy, the calculation gives 0.022 Eh. As for the HOMO-LUMO gap: 8.866 eV. As for the HOMO energy: -0.30403 Eh. The relative energy (zero: lowest compared OMol25 entry of this formula, charge and spin) is 285.75 kJ/mol. As for the SMILES: Cc1ccc(O)cc1.Cc1ccc(O)cc1.

---

Formula: C14H16O2
Source: the Open Molecules 2025 dataset
Level of theory: ωB97M-V/def2-TZVPD

```
32
Properties=species:S:1:pos:R:3:forces:R:3:nbo_charge:R:1
H 1.749218 -2.511766 1.164500 0.01 -0.06 -0.10 0.21
C 2.104023 0.802604 -2.299281 -0.38 0.31 -0.26 0.31
H -2.645742 0.168382 2.985663 -0.40 -0.04 -0.09 0.21
C -0.160088 -2.826502 0.204741 0.04 -0.17 -0.72 0.36
O 2.750485 -0.046053 -3.151833 0.63 -0.34 0.23 -0.68
C -2.028671 -1.712336 1.194116 0.56 -0.26 -0.01 -0.19
H -0.879465 4.105585 0.003462 0.38 -0.10 0.08 0.21
H 0.773130 -1.145222 2.968159 0.03 -0.11 0.05 0.21
C -1.225038 -1.226642 2.220804 0.34 -0.16 0.15 -0.05
C -1.518704 -2.542340 0.204039 0.21 0.56 0.34 -0.28
C 1.042288 2.928425 -2.116816 0.38 0.59 -0.11 -0.18
H 1.875187 -0.501393 -0.611719 -0.48 -0.19 -0.26 0.21
H 0.961360 3.942760 -2.471106 -0.47 0.23 -0.14 0.21
H -1.136217 0.333298 3.762888 0.24 -0.39 0.06 0.22
H -1.641781 2.525832 -0.136049 -0.08 -0.04 0.18 0.21
H -0.041835 0.866996 0.288903 0.29 -0.14 0.09 0.21
O 0.310472 -3.524976 -0.892904 -0.07 -0.08 0.10 -0.71
C -1.811488 -0.419868 3.348641 -0.11 0.27 -0.17 -0.63
H -2.182347 -1.077668 4.139079 0.11 0.16 0.05 0.22
H 2.854945 -0.931254 -2.768836 -0.18 0.42 0.00 0.48
C 0.291050 2.487497 -1.018633 -0.01 0.11 -0.77 -0.05
C 1.925357 2.113087 -2.778439 0.04 -2.19 0.06 -0.28
C 0.126985 -1.563305 2.205023 0.06 0.31 -0.15 -0.18
C 1.533034 0.401957 -1.110351 0.31 0.09 0.39 -0.30
C 0.574044 1.230092 -0.530280 -0.19 -0.14 0.43 -0.19
H 0.979218 -4.163889 -0.633255 0.12 0.07 0.12 0.48
H -3.056885 -1.433202 1.171269 -0.68 0.09 -0.02 0.21
H -2.140586 -2.901179 -0.600181 -0.02 -0.11 -0.07 0.23
H 2.377615 2.172064 -3.762698 -0.02 1.18 0.09 0.23
C 0.684022 -2.320422 1.178466 -0.40 -0.02 0.45 -0.31
C -0.965864 3.219091 -0.628894 -0.17 0.13 0.13 -0.62
H -1.477720 3.550334 -1.528467 -0.07 0.04 -0.14 0.21
```
Forces are in eV/Å.

For the LUMO energy, the calculation gives 0.022 Eh. As for the HOMO-LUMO gap: 8.734 eV. As for the HOMO energy: -0.29852 Eh. The relative energy (zero: lowest compared OMol25 entry of this formula, charge and spin) is 54.12 kJ/mol. As for the SMILES: Cc1ccc(O)cc1.Cc1ccc(O)cc1.

---

Formula: C14H17AuN3O11P2
Source: the Open Molecules 2025 dataset
Level of theory: ωB97M-V/def2-TZVPD

```
48
Properties=species:S:1:pos:R:3:forces:R:3:nbo_charge:R:1
C 1.293264 3.204592 0.685261 -0.04 -0.08 -0.06 -0.15
H -0.576869 0.161036 -4.832396 0.03 -0.06 0.08 0.53
N -0.196131 -1.803063 1.949139 0.37 0.38 -0.85 -0.51
H -1.590146 -1.183900 5.475170 0.04 0.02 0.02 0.24
Au 0.058315 -1.660087 -0.107146 -0.02 -0.33 -1.05 1.56
O 5.282344 5.543434 -0.027525 -0.18 -0.01 0.11 -0.35
C -1.463482 -2.162816 2.266301 -0.50 -0.05 0.30 0.05
N 1.918726 -1.052285 2.655291 -0.15 -0.05 -0.11 -0.75
C -1.991682 -1.977920 3.509402 0.04 -0.08 -0.16 -0.28
C 0.622266 -1.282554 2.900351 0.01 -0.17 0.09 0.43
O -0.401016 0.074702 -3.884191 0.22 0.01 0.11 -0.98
H 0.753864 -0.595705 4.926329 0.01 -0.01 0.01 0.24
C 3.953312 3.190916 -0.167910 0.11 0.13 0.00 -0.22
H 3.610111 1.137889 -0.690211 0.06 0.02 0.01 0.24
C 1.866966 2.051665 0.161538 0.24 -0.30 -0.08 -0.17
C 3.373432 4.325010 0.375622 -0.19 -0.34 -0.06 0.13
H -4.377999 -4.006838 -1.352422 0.00 0.14 -0.05 0.54
O -0.174171 0.816066 0.178539 0.40 0.28 0.05 -0.67
H 1.648280 5.263259 1.213672 0.00 0.00 0.00 0.26
P -0.682514 -1.375093 -3.315159 -1.91 0.47 -0.92 2.36
O 0.249703 -1.606859 -2.138982 1.01 0.03 1.89 -1.09
P -2.543350 -2.887881 -1.751935 -1.21 0.45 -1.06 2.37
O -1.668261 -2.900986 -0.521255 1.44 0.51 1.02 -1.12
O -3.313923 -1.287813 -3.780118 -0.50 0.05 0.08 -0.69
H -2.036552 -2.620686 1.472253 0.04 0.11 0.10 0.25
C 3.192139 2.041150 -0.268903 -0.12 0.01 0.07 -0.16
C -2.762269 -0.105208 -1.783055 -0.44 0.02 0.04 -0.65
O 1.716610 -0.310394 -0.010607 -1.06 -1.67 -0.14 -0.65
O 3.711098 6.469966 1.130725 0.08 -0.14 -0.12 -0.35
H -2.740986 0.797345 -2.391725 0.09 -0.01 -0.01 0.26
H -3.763367 -0.196026 -1.355260 0.04 0.04 0.00 0.24
O -4.052828 -3.093032 -1.354302 0.24 -0.23 0.25 -0.96
H 4.982027 3.221149 -0.494055 0.00 0.01 -0.02 0.26
C 1.053229 0.802874 0.095181 -0.75 1.15 0.20 0.78
O -0.713354 -2.434689 -4.352441 0.16 -0.19 0.18 -1.12
H -3.005777 -2.286696 3.710093 0.00 -0.01 0.00 0.25
H -1.542400 -3.848077 -3.417838 -0.04 0.15 -0.03 0.57
C 2.056003 4.352127 0.801681 0.07 0.17 0.03 -0.22
C -2.472591 -1.295497 -2.666083 1.73 -0.64 0.10 -0.43
H 2.282182 -1.073597 1.719063 0.11 0.07 -0.08 0.43
H -2.038836 -0.002041 -0.979134 0.03 0.08 0.03 0.23
H -3.103484 -2.014988 -4.378866 0.19 -0.03 -0.09 0.50
H 0.257312 3.190552 0.993580 0.01 0.02 0.02 0.24
C 0.102053 -1.046710 4.191270 -0.18 -0.06 0.04 -0.28
H 2.489356 -0.658945 3.381904 0.01 0.02 0.00 0.42
O -2.260040 -4.045180 -2.762284 0.21 -0.11 0.07 -1.00
N 4.190441 5.547965 0.502733 0.12 0.23 0.03 0.51
C -1.191010 -1.376130 4.488705 0.19 0.02 -0.05 -0.09
```
Forces are in eV/Å.

For the LUMO energy, the calculation gives -0.237 Eh. As for the HOMO-LUMO gap: 6.143 eV. As for the HOMO energy: -0.46294 Eh. The relative energy (zero: lowest compared OMol25 entry of this formula, charge and spin) is 56.85 kJ/mol. The net charge is +1.

---

Formula: C14H17Cl3GeN4O3RhS2
Source: the Open Molecules 2025 dataset
Level of theory: ωB97M-V/def2-TZVPD

```
45
Properties=species:S:1:pos:R:3:forces:R:3:nbo_charge:R:1
C 0.499763 -0.046823 3.809445 -0.07 0.09 0.02 -0.30
N -0.624214 0.737524 0.007662 -0.06 -0.05 0.75 -0.89
S -0.716696 2.249158 -0.575220 -0.01 -0.20 -0.76 2.32
C 0.848762 -0.837736 2.737735 -0.18 -0.06 -0.10 0.13
H 0.822651 -0.289558 4.810133 0.01 0.01 0.00 0.27
H 2.301192 -5.252225 -1.753311 0.00 -0.01 0.01 0.22
C -2.247723 2.886738 -0.265026 -0.12 0.01 0.15 -0.44
C 3.335486 -4.942294 -1.911744 -0.02 0.02 0.01 -0.42
O 0.355817 3.108377 -0.208667 -0.03 0.01 0.09 -0.86
C -0.351938 0.615047 1.380925 0.12 -0.11 -0.22 0.57
C 4.168090 -5.188346 -0.657186 0.02 0.04 0.02 -0.42
H -5.531520 2.134089 -0.531140 0.00 0.00 0.01 0.24
H 2.707163 -4.475554 0.803480 0.00 0.01 0.01 0.26
H 1.455600 -1.729133 2.815872 0.04 0.02 0.00 0.24
S 3.300812 -2.652079 -0.518069 -0.30 0.08 0.03 1.21
H 5.226796 -5.021766 -0.863798 0.00 -0.02 -0.01 0.23
C -0.265458 1.092278 3.554326 0.07 -0.06 0.06 0.16
Cl 2.334609 0.503516 -0.803802 0.18 0.28 0.15 -0.19
Ge 0.749911 1.281971 -3.064083 -0.07 -0.08 0.14 1.42
Cl 0.244937 1.638754 -5.079974 -0.06 0.04 -0.05 -0.29
H -0.535931 1.760622 4.362768 -0.01 0.01 -0.01 0.24
H 2.592015 -3.010986 -2.740962 0.02 -0.01 -0.02 0.26
H -3.634623 5.693070 1.001089 -0.01 0.00 0.01 0.24
H 4.065168 -6.201397 -0.272066 -0.02 0.00 -0.01 0.26
H -1.432380 4.719660 0.538538 0.01 -0.01 0.00 0.26
H -6.038112 5.446031 0.887276 0.00 0.00 0.01 0.41
C -4.740854 3.986730 0.265574 0.05 -0.04 -0.01 0.26
C -4.633106 2.690415 -0.299112 0.00 0.04 0.01 -0.26
Rh 0.620943 -0.841120 -0.414710 -0.35 -0.30 -0.08 1.06
N -0.687985 1.442003 2.335422 -0.04 -0.14 -0.03 -0.44
H 4.354223 -3.118941 -2.568110 0.01 -0.02 0.01 0.26
H -6.790300 4.028299 0.277771 0.00 0.00 0.00 0.41
N -5.945129 4.516290 0.517063 -0.04 0.03 -0.01 -0.73
H -3.339003 1.160419 -0.995226 0.02 -0.01 0.01 0.24
C -3.561524 4.704939 0.566677 -0.02 0.01 0.00 -0.27
C -2.332192 4.166162 0.307834 0.05 -0.03 -0.06 -0.12
O -0.708082 1.899811 -2.093875 0.12 0.22 0.19 -1.04
H 4.372090 -3.958090 1.180822 0.01 -0.01 -0.01 0.26
O 1.765554 -2.502512 -0.221962 0.01 -0.21 -0.25 -0.95
C -3.408272 2.147872 -0.557395 0.06 0.00 -0.03 -0.14
Cl 0.229453 -0.929646 -2.751888 0.26 -0.14 -0.31 -0.31
H 3.717489 -5.482047 -2.776272 0.01 0.00 0.00 0.26
C 3.669909 -4.183772 0.381391 0.05 -0.05 -0.01 -0.57
N 0.387534 -0.509718 1.526180 0.31 0.68 0.33 -0.48
C 3.399075 -3.436032 -2.144387 -0.01 -0.02 -0.03 -0.58
```
Forces are in eV/Å.

For the LUMO energy (spin up / spin down), the calculation gives -0.301 / -0.320 Eh. As for the HOMO-LUMO gap (spin up / spin down): 5.333 / 4.796 eV. As for the HOMO energy (spin up / spin down): -0.49674 / -0.49657 Eh. The relative energy (zero: lowest compared OMol25 entry of this formula, charge and spin) is 107.77 kJ/mol. Its spin multiplicity is 2. The net charge is +2.